# 1
74
Properties=species:S:1:pos:R:3:mulliken_charge:R:1 method="wB97M-V/def2-TZVPD" gap_ev=6.966 e_above_lowest_kj_mol=31.7 charge=+1
Pd 2.67 -2.84 -0.15 0.56
F -1.27 2.62 -3.07 -0.36
C -1.56 1.79 -2.04 0.64
C -0.80 0.67 -1.85 -0.94
C -1.12 -0.22 -0.82 0.32
C -0.27 -1.42 -0.64 1.27
O 0.69 -1.62 -1.37 -0.93
C -0.71 -2.30 0.42 0.19
C -1.81 -1.98 1.15 -0.46
N -2.52 -0.83 1.02 0.23
C -3.66 -0.60 1.87 -0.31
C -3.56 -0.94 3.33 -0.98
C -3.59 0.49 2.90 -0.47
C -2.21 0.06 0.01 0.32
C -2.95 1.23 -0.18 -0.68
C -2.63 2.11 -1.20 -1.45
N -3.41 3.29 -1.33 0.42
C -2.81 4.50 -1.88 -0.67
C -3.78 5.66 -1.60 -0.69
N -4.67 5.26 -0.47 -0.15
C -5.61 4.16 -0.89 -0.79
C -4.80 3.16 -1.73 -0.66
C -0.12 -3.66 0.74 0.06
O -0.88 -4.52 1.13 -0.69
O 1.16 -3.86 0.65 -0.60
H 0.04 0.45 -2.49 0.58
H -2.16 -2.67 1.89 0.78
H -4.61 -0.77 1.39 0.47
H -2.62 -1.33 3.69 0.35
H -4.43 -1.37 3.80 0.26
H -2.66 1.04 2.96 0.24
H -4.48 1.07 3.09 0.30
H -3.76 1.48 0.49 0.70
H -2.63 4.45 -2.96 0.40
H -1.85 4.67 -1.39 0.50
H -4.44 5.87 -2.44 0.37
H -3.26 6.58 -1.33 0.37
H -5.19 6.06 -0.10 0.32
H -4.08 4.89 0.28 0.39
H -6.43 4.62 -1.44 0.38
H -5.99 3.71 0.03 0.42
H -4.93 3.37 -2.80 0.34
H -5.15 2.15 -1.54 0.50
O 4.37 -2.09 -0.98 -0.52
C 4.76 -2.81 -2.15 -0.39
C 4.11 -4.18 -2.18 0.62
C 4.55 -5.18 -3.04 -0.90
C 3.90 -6.40 -3.04 -0.17
C 2.84 -6.60 -2.16 -0.90
C 2.47 -5.58 -1.32 -0.27
N 3.09 -4.40 -1.33 0.06
H 4.22 -1.11 -1.11 0.43
H 5.85 -2.92 -2.14 0.39
H 4.49 -2.25 -3.05 0.34
H 5.39 -4.99 -3.69 0.44
H 4.22 -7.19 -3.70 0.41
H 2.31 -7.54 -2.12 0.43
H 1.67 -5.67 -0.59 0.62
O 3.44 0.33 -0.80 -0.87
S 2.65 0.33 0.44 1.12
O 1.36 0.95 0.32 -0.52
N 2.63 -1.15 1.08 0.19
C 3.25 -1.20 2.31 0.32
O 3.37 -2.21 2.96 -0.65
C 3.77 0.15 2.71 -0.04
C 4.42 0.48 3.89 -0.66
C 4.85 1.80 4.04 -0.46
C 4.62 2.74 3.04 -0.56
C 3.96 2.41 1.87 -0.63
C 3.55 1.09 1.74 0.48
H 4.59 -0.27 4.65 0.51
H 5.37 2.09 4.94 0.40
H 4.97 3.76 3.18 0.41
H 3.78 3.14 1.09 0.48

***

# 2
64
Properties=species:S:1:pos:R:3:mulliken_charge:R:1 method="wB97M-V/def2-TZVPD" gap_ev="4.276 / 4.344" e_above_lowest_kj_mol=0.0 charge=+2
C 2.75 4.19 -0.75 -0.19
C 3.82 3.16 -1.09 -0.80
H 2.45 4.82 -1.59 0.35
H 3.05 4.86 0.07 0.38
H 1.82 3.70 -0.35 -0.58
H 3.49 2.39 -1.79 0.17
H 4.66 3.70 -1.55 0.35
H 4.22 2.70 -0.18 0.24
C -2.61 1.81 -2.27 0.23
C -3.89 1.66 -2.79 -0.88
C -4.17 0.52 -3.55 -0.55
C -3.16 -0.41 -3.72 -0.79
H -2.34 2.68 -1.65 0.03
H -4.63 2.44 -2.61 0.46
H -5.15 0.36 -3.99 0.48
H -3.33 -1.31 -4.29 0.39
N -1.61 0.93 -2.47 0.19
C -1.90 -0.22 -3.14 0.93
C -0.87 -1.25 -3.18 0.27
N 0.27 -1.02 -2.47 0.25
C 1.23 -1.96 -2.44 -0.03
C -0.04 -3.42 -3.86 -0.56
C 1.12 -3.18 -3.11 -0.97
H 2.11 -1.70 -1.86 0.39
H 1.94 -3.89 -3.04 0.46
C -1.04 -2.45 -3.89 -0.76
H -1.95 -2.60 -4.48 0.36
H -0.16 -4.35 -4.42 0.46
Pb 0.71 1.42 -1.62 0.91
I -0.40 3.70 -0.07 -0.18
C -0.60 2.97 4.47 -0.50
C 0.62 3.01 3.79 -0.66
C 0.82 2.13 2.72 -0.22
C -0.16 1.20 2.34 0.67
C -1.36 1.16 3.06 -0.21
C -1.60 2.05 4.12 -0.76
Si 0.13 0.03 0.93 0.14
C 1.73 -0.81 1.39 0.46
C 2.82 -0.83 0.51 -0.22
C 4.05 -1.36 0.92 -0.94
C 4.18 -1.88 2.22 -0.57
C 3.08 -1.91 3.09 -0.84
C 1.86 -1.38 2.67 0.12
C -1.21 -1.26 0.88 1.03
C -0.94 -2.58 1.29 -0.39
C -1.98 -3.50 1.45 -0.75
C -3.29 -3.12 1.16 -0.61
C -3.57 -1.84 0.67 -0.78
C -2.53 -0.91 0.53 -0.24
H -0.78 3.67 5.29 0.42
H 1.41 3.71 4.08 0.43
H 1.76 2.17 2.17 0.39
H -2.11 0.41 2.82 0.40
H -2.54 2.00 4.67 0.42
H 2.72 -0.44 -0.51 -0.02
H 4.89 -1.36 0.23 0.46
H 5.14 -2.26 2.55 0.43
H 3.17 -2.34 4.08 0.44
H 1.01 -1.40 3.35 0.51
H 0.08 -2.87 1.53 0.46
H -1.76 -4.50 1.82 0.46
H -4.10 -3.83 1.29 0.43
H -4.59 -1.54 0.41 0.46
H -2.75 0.10 0.18 0.58

***

# 3
77
Properties=species:S:1:pos:R:3:mulliken_spin:R:1 method="wB97M-V/def2-TZVPD" gap_ev="7.755 / 7.780" s_squared=0.7540 e_above_lowest_kj_mol=94.0 multiplicity=2 charge=0
Ba -1.33 1.00 2.35 -0.01
O -0.34 -2.94 0.60 -0.01
C -0.76 -4.23 0.97 0.02
C -2.00 -4.25 1.85 -0.02
N -1.89 -3.40 3.03 0.29
C -2.98 -2.53 3.39 -0.03
C -3.06 -1.24 2.55 0.01
O -3.45 -0.21 3.15 0.00
O -2.66 -1.27 1.36 0.01
C -0.76 -3.42 3.78 0.39
C 0.74 -2.06 2.86 0.12
O 1.75 -2.68 2.91 0.11
O 0.18 -1.01 2.66 0.08
H -1.07 -2.31 0.76 0.01
H 0.08 -4.72 1.48 -0.01
H -0.99 -4.84 0.08 0.00
H -2.21 -5.28 2.15 0.02
H -2.86 -3.88 1.28 0.00
H -2.88 -2.24 4.44 0.01
H -3.93 -3.06 3.29 0.00
H -0.10 -4.26 3.64 0.00
H -0.85 -3.02 4.78 0.01
N 0.66 0.78 -1.68 0.00
P 1.66 -0.53 -1.16 0.00
C 2.93 -0.41 -2.47 0.00
C 3.94 0.56 -2.48 0.00
C 4.84 0.63 -3.53 0.00
C 4.75 -0.27 -4.58 0.00
C 3.76 -1.24 -4.58 0.00
C 2.86 -1.31 -3.53 0.00
C 2.61 0.16 0.25 0.00
C 2.37 1.41 0.82 0.00
C 3.09 1.84 1.92 0.00
C 4.06 1.02 2.48 0.00
C 4.31 -0.23 1.92 0.00
C 3.58 -0.66 0.82 0.01
P -0.91 1.10 -1.05 0.00
C -1.21 2.70 -1.88 0.00
C -1.63 3.79 -1.13 0.00
C -1.87 5.02 -1.74 0.00
C -1.67 5.15 -3.11 0.00
C -1.24 4.07 -3.87 0.00
C -1.02 2.84 -3.26 0.00
C -2.03 -0.02 -1.96 0.00
C -3.35 0.40 -2.15 0.00
C -4.28 -0.46 -2.71 0.00
C -3.91 -1.74 -3.08 0.00
C -2.60 -2.16 -2.89 0.00
C -1.66 -1.31 -2.32 0.00
H 1.16 1.63 -1.91 0.00
H 4.02 1.25 -1.65 0.00
H 5.61 1.38 -3.52 0.00
H 5.46 -0.22 -5.40 0.00
H 3.69 -1.95 -5.40 0.00
H 2.08 -2.07 -3.53 0.00
H 1.62 2.07 0.38 0.00
H 2.89 2.81 2.35 0.00
H 4.62 1.35 3.34 0.00
H 5.06 -0.87 2.36 0.00
H 3.77 -1.64 0.41 0.00
H -1.78 3.69 -0.06 0.00
H -2.19 5.86 -1.15 0.00
H -1.85 6.11 -3.59 0.00
H -1.09 4.18 -4.93 0.00
H -0.69 1.99 -3.84 0.00
H -3.65 1.40 -1.87 0.00
H -5.30 -0.12 -2.86 0.00
H -4.64 -2.41 -3.52 0.00
H -2.31 -3.17 -3.17 0.00
H -0.66 -1.66 -2.15 0.00
F 0.43 2.70 3.26 0.00
As -0.33 3.06 4.83 0.00
F 1.17 2.88 5.61 0.00
F -1.84 3.10 3.88 0.00
F -1.19 3.30 6.28 0.00
F -0.11 4.73 4.55 0.00
F -0.62 1.32 4.90 0.00

***

# 4
69
Properties=species:S:1:pos:R:3:mulliken_spin:R:1 method="wB97M-V/def2-TZVPD" gap_ev="7.697 / 7.654" s_squared=3.8066 multiplicity=4 charge=+1
Cr -0.18 -0.24 -0.38 3.27
O 0.16 0.14 1.73 -0.01
S 1.09 1.24 1.38 -0.02
O 2.45 0.99 1.79 0.00
N 0.85 1.40 -0.19 0.01
C 1.76 1.53 -1.20 0.00
C 2.93 2.27 -1.18 0.00
C 3.73 2.32 -2.33 -0.01
C 3.38 1.67 -3.48 0.02
C 2.20 0.90 -3.53 -0.01
C 1.78 0.18 -4.67 0.02
C 0.62 -0.55 -4.60 -0.01
C -0.08 -0.63 -3.39 0.05
N 0.30 0.00 -2.29 -0.07
C 1.40 0.81 -2.37 0.02
C 0.52 2.74 2.14 0.00
C 0.58 3.89 1.38 0.00
C 0.18 5.10 1.92 0.00
C -0.28 5.14 3.23 0.00
C -0.34 3.98 3.99 0.00
C 0.06 2.77 3.44 0.00
H 3.24 2.77 -0.28 0.00
H 4.64 2.90 -2.30 0.00
H 3.99 1.72 -4.36 0.00
H 2.38 0.22 -5.57 0.00
H 0.26 -1.09 -5.46 0.00
H -0.97 -1.23 -3.32 -0.02
H 0.93 3.83 0.36 0.00
H 0.22 6.00 1.33 0.00
H -0.57 6.08 3.66 0.00
H -0.69 4.02 5.01 0.00
H 0.00 1.85 4.02 0.00
N -0.95 -2.26 -0.33 -0.04
C -1.90 -2.55 -1.35 -0.03
C -1.68 -3.58 -2.25 -0.01
C -2.61 -3.83 -3.24 0.00
C -3.77 -3.08 -3.31 0.00
C -3.99 -2.05 -2.41 0.00
C -3.05 -1.75 -1.42 0.01
C -3.22 -0.62 -0.50 -0.04
C -4.49 -0.39 0.04 -0.02
C -4.73 0.71 0.84 0.03
C -3.70 1.60 1.08 -0.02
C -2.43 1.35 0.57 0.04
C -2.14 0.23 -0.20 -0.21
H -0.17 -2.93 -0.38 0.00
H -1.39 -2.35 0.59 0.01
H -0.78 -4.17 -2.18 0.00
H -2.44 -4.63 -3.95 0.00
H -4.51 -3.29 -4.07 0.00
H -4.88 -1.44 -2.49 0.00
H -5.28 -1.10 -0.16 0.00
H -5.70 0.86 1.27 0.00
H -3.88 2.49 1.67 0.00
H -1.64 2.06 0.79 0.02
C 1.81 -1.04 3.80 0.00
As 2.21 -1.87 2.07 0.00
C 1.17 -3.53 2.28 0.00
C 4.07 -2.39 2.33 0.00
S 2.10 -1.48 -0.01 -0.01
H 2.03 -1.81 4.54 0.00
H 0.77 -0.74 3.86 0.00
H 2.45 -0.18 3.97 0.00
H 1.49 -4.07 3.16 0.00
H 1.31 -4.16 1.40 0.00
H 0.12 -3.28 2.38 0.00
H 4.19 -2.94 3.26 0.00
H 4.68 -1.49 2.35 0.00
H 4.40 -3.01 1.49 0.00

***

# 5
72
Properties=species:S:1:pos:R:3:mulliken_charge:R:1 method="wB97M-V/def2-TZVPD" gap_ev=5.509 e_above_lowest_kj_mol=7.0 charge=-2
Tl -1.67 -0.68 -0.15 1.38
C -2.83 2.12 -1.55 0.21
C -3.81 1.18 -2.21 -1.14
C -3.24 0.58 -3.26 -0.66
C -1.83 1.00 -3.34 -0.02
C -1.57 1.87 -2.36 -0.49
H -3.18 3.14 -1.81 0.67
H -4.82 1.05 -1.86 0.38
H -3.70 -0.13 -3.93 0.43
H -1.11 0.62 -4.06 0.52
H -0.62 2.31 -2.11 0.06
O -0.80 -1.59 2.09 -0.77
C -0.51 -2.28 3.14 -0.40
C -1.35 -2.26 4.29 -0.48
C -1.02 -2.92 5.45 -0.41
C 0.17 -3.65 5.56 -0.60
C 1.00 -3.70 4.45 -0.65
C 0.69 -3.05 3.26 0.65
C 1.63 -3.20 2.13 0.02
N 2.92 -3.48 2.26 -0.69
C 3.38 -3.67 0.98 -0.94
C 2.37 -3.50 0.08 0.01
N 1.27 -3.19 0.83 0.52
H -2.26 -1.68 4.21 0.38
H -1.69 -2.87 6.30 0.36
H 0.43 -4.17 6.47 0.34
H 1.92 -4.27 4.48 0.42
H 4.42 -3.90 0.78 0.43
H 2.31 -3.56 -0.99 0.38
H 0.34 -3.07 0.44 0.21
C 0.69 0.96 3.04 -0.10
As 1.42 1.19 1.28 0.35
C 3.14 0.33 1.29 -1.01
C 1.75 3.08 1.09 -0.81
O 0.53 0.64 0.00 -0.32
H 1.51 0.90 3.75 0.50
H 0.10 0.05 3.03 -0.37
H 0.05 1.82 3.25 0.08
H 3.81 0.81 2.01 0.41
H 3.56 0.39 0.29 0.33
H 3.00 -0.72 1.56 0.12
H 2.37 3.43 1.92 0.42
H 0.79 3.59 1.10 -0.09
H 2.26 3.26 0.14 0.39
O -0.59 -4.26 -3.31 -0.82
C -0.27 -3.27 -2.63 -0.31
O -0.34 -3.10 -1.39 -0.59
C 0.24 -2.05 -3.43 0.36
C 0.75 -0.93 -2.79 -0.21
C 1.18 0.18 -3.51 -0.81
C 1.12 0.18 -4.89 -0.24
C 0.61 -0.95 -5.52 -0.04
C 0.17 -2.06 -4.82 -0.51
N 0.54 -0.96 -6.99 1.03
O 0.01 -1.90 -7.54 -0.63
O 1.00 0.01 -7.59 -0.66
H 0.80 -0.91 -1.71 0.83
H 1.54 1.05 -2.98 0.40
H 1.43 1.03 -5.48 0.44
H -0.22 -2.93 -5.32 0.57
N -2.73 1.95 -0.12 -0.70
C -2.18 2.96 0.55 0.58
C -1.66 4.18 0.00 -0.50
C -1.19 5.20 0.81 -0.82
C -1.14 5.09 2.20 -0.59
C -1.59 3.88 2.76 -0.20
C -2.07 2.86 1.98 -0.23
H -1.64 4.32 -1.07 0.22
H -0.83 6.11 0.34 0.29
H -0.76 5.89 2.82 0.32
H -1.56 3.75 3.84 0.39
H -2.42 1.94 2.43 0.42

***

# 6
73
Properties=species:S:1:pos:R:3:mulliken_spin:R:1 method="wB97M-V/def2-TZVPD" gap_ev="7.244 / 7.400" s_squared=2.0204 e_above_lowest_kj_mol=0.0 multiplicity=3 charge=+1
V 0.08 -0.52 0.13 2.06
C 0.83 -4.43 2.15 -0.01
C 0.29 -3.51 1.23 0.02
N 0.86 -2.35 0.97 -0.03
C 2.05 -2.06 1.59 0.00
C 2.66 -2.93 2.51 -0.01
C 1.99 -4.13 2.80 0.01
C 3.93 -2.59 3.05 0.00
C 4.55 -1.45 2.62 0.00
C 3.94 -0.58 1.68 -0.01
C 2.70 -0.85 1.19 0.04
N 1.94 -0.15 0.25 -0.09
C 2.44 0.62 -0.82 0.03
C 3.49 1.49 -0.87 0.00
C 3.82 2.14 -2.09 0.00
C 3.12 1.93 -3.23 0.00
C 2.01 1.05 -3.21 -0.01
C 1.21 0.75 -4.34 0.02
C 0.17 -0.12 -4.21 0.00
C -0.13 -0.68 -2.96 0.02
N 0.58 -0.41 -1.88 -0.01
C 1.67 0.43 -2.00 0.00
H 0.31 -5.36 2.33 0.00
H -0.63 -3.74 0.72 0.00
H 2.41 -4.82 3.52 0.00
H 4.40 -3.25 3.76 0.00
H 5.53 -1.20 3.00 0.00
H 4.49 0.30 1.36 0.00
H 4.08 1.70 0.02 0.00
H 4.67 2.82 -2.10 0.00
H 3.40 2.42 -4.16 0.00
H 1.44 1.21 -5.29 0.00
H -0.46 -0.38 -5.06 0.00
H -0.97 -1.33 -2.82 0.00
C 0.22 3.52 -1.90 0.00
N -0.91 2.77 -2.44 0.00
C -1.48 2.96 -3.68 0.00
C -2.51 2.09 -3.77 0.00
N -2.56 1.37 -2.59 0.00
B -3.58 0.14 -2.47 0.00
N -3.99 -0.12 -0.99 0.00
C -5.17 0.36 -0.43 0.00
C -5.33 -0.23 0.77 0.00
N -4.23 -1.06 0.95 0.00
C -4.01 -1.91 2.11 0.00
C -3.43 -0.99 -0.14 -0.01
S -1.97 -1.90 -0.34 0.00
C -1.60 1.81 -1.77 0.00
S -1.26 1.41 -0.11 -0.03
H 0.69 4.06 -2.72 0.00
H 0.95 2.85 -1.45 0.00
H -0.12 4.23 -1.15 0.00
H -1.11 3.70 -4.38 0.00
H -3.20 1.91 -4.57 0.00
H -4.57 0.48 -3.08 0.00
H -3.07 -0.85 -2.92 0.00
H -5.79 1.07 -0.95 0.00
H -6.10 -0.13 1.51 0.00
H -4.88 -1.84 2.75 0.00
H -3.13 -1.59 2.66 0.00
H -3.87 -2.94 1.79 0.00
C 0.98 2.25 2.38 0.01
C 0.39 0.99 2.90 0.01
N -0.17 -0.02 2.24 -0.03
C -0.59 -0.94 3.20 0.03
C -0.30 -0.48 4.44 0.00
N 0.31 0.74 4.23 0.00
H 1.70 2.04 1.59 0.00
H 1.50 2.78 3.19 0.00
H 0.21 2.89 1.97 0.00
H -1.07 -1.86 2.92 0.00
H -0.47 -0.89 5.42 0.00
H 0.66 1.35 4.94 0.00